Entry 1:
The following is a quantum chemistry calculation of a molecular structure, C38H36AuBN8O3S2Se, from OMol25.

Its spin multiplicity is 1. The energy above the lowest of the compared OMol25 structures with the same formula, charge and spin comes out at 3.2 kJ/mol. The calculation puts the LUMO energy at -1.16 eV. As for the total energy: -149443.2615 eV. The calculation puts the frontier orbital gap at 6.3907 eV. Its highest occupied orbital energy is -7.5 eV.

```
90
Properties=species:S:1:pos:R:3:forces:R:3
Au 0.5137 0.0176 -0.3240 0.1389 -0.0228 0.1282
C -4.7516 -1.6979 1.6668 -0.0033 -0.0045 0.0018
C -3.9294 -1.2637 0.4991 0.0010 0.0000 0.0205
C -4.2771 -1.1976 -0.8291 -0.0210 0.0069 -0.0103
C -3.1313 -0.7103 -1.4885 0.0771 -0.0287 0.0072
N -2.1550 -0.5018 -0.6153 -0.0595 0.0199 0.0020
N -2.6472 -0.8394 0.6013 0.0334 0.0111 -0.0143
B -1.7533 -0.7826 1.8328 -0.0314 -0.0703 -0.0330
N -1.1570 0.6270 2.0634 -0.0486 0.1035 0.0441
N -0.2426 1.2138 1.2470 0.0035 -0.1510 -0.0022
C 0.0809 2.3954 1.7810 -0.0503 0.1022 -0.0973
C -0.6657 2.5888 2.9403 0.0552 -0.0259 0.0364
C -1.4299 1.4498 3.0914 -0.0061 0.0076 -0.0377
C -2.4173 1.1361 4.1640 0.0047 -0.0052 -0.0028
C 1.0778 3.3369 1.2408 0.0053 -0.0104 -0.0224
C 1.0308 3.7876 -0.0745 -0.0308 0.0300 0.0243
C 1.9828 4.6852 -0.5382 0.0215 -0.0054 -0.0089
C 2.9694 5.1586 0.3148 0.0157 -0.0079 -0.0062
C 2.9987 4.7408 1.6397 -0.0089 -0.0010 0.0032
C 2.0587 3.8338 2.1019 -0.0184 0.0324 0.0275
N -0.5643 -1.7878 1.7280 0.0618 0.0748 0.0215
N 0.4940 -1.5887 0.9069 -0.1298 -0.0001 -0.1230
C 1.3800 -2.5770 1.0899 0.0520 0.0228 0.0669
C 0.8663 -3.4329 2.0631 -0.0367 -0.0160 0.0014
C -0.3525 -2.9033 2.4424 0.0242 0.0130 0.0016
C -1.3066 -3.4149 3.4670 -0.0026 0.0128 0.0084
C 2.6655 -2.7305 0.3893 0.0080 -0.0288 -0.0173
C 3.1157 -4.0196 0.1065 -0.0117 -0.0109 -0.0089
C 4.3190 -4.2174 -0.5512 0.0142 0.0107 -0.0058
C 5.0848 -3.1280 -0.9444 -0.0204 -0.0035 -0.0034
C 4.6425 -1.8417 -0.6713 0.0068 0.0034 0.0096
C 3.4456 -1.6479 -0.0005 0.0911 0.0137 0.0718
C -2.9578 -0.4526 -2.9273 -0.0071 0.0081 0.0141
C -2.0338 0.4842 -3.3823 0.0017 -0.0223 0.0089
C -1.8751 0.7097 -4.7405 0.0126 0.0034 -0.0191
C -2.6450 0.0105 -5.6590 -0.0013 -0.0126 0.0034
C -3.5700 -0.9231 -5.2132 -0.0151 -0.0028 -0.0083
C -3.7237 -1.1545 -3.8556 -0.0038 0.0016 0.0032
H -5.7616 -1.9268 1.3318 -0.0012 0.0055 -0.0024
H -4.8128 -0.9207 2.4294 -0.0032 -0.0035 -0.0004
H -4.3439 -2.5930 2.1386 0.0055 -0.0005 0.0095
H -5.2348 -1.4385 -1.2584 -0.0009 0.0047 0.0054
H -2.3847 -1.0797 2.7989 0.0110 -0.0092 -0.0026
H -0.6499 3.4560 3.5772 0.0091 -0.0030 0.0052
H -2.4805 1.9807 4.8471 -0.0004 -0.0005 -0.0014
H -2.1202 0.2547 4.7321 -0.0017 -0.0017 0.0002
H -3.4087 0.9503 3.7512 -0.0012 -0.0011 0.0005
H 0.2502 3.4382 -0.7330 0.0048 0.0401 0.0212
H 1.9464 5.0167 -1.5678 -0.0024 0.0040 -0.0021
H 3.7118 5.8573 -0.0494 -0.0021 0.0012 -0.0012
H 3.7635 5.1108 2.3102 0.0001 -0.0043 -0.0005
H 2.0987 3.4693 3.1204 -0.0002 0.0171 -0.0213
H 1.3440 -4.3057 2.4722 0.0123 -0.0057 -0.0175
H -0.9359 -4.3585 3.8619 0.0016 0.0021 0.0004
H -2.2957 -3.5824 3.0429 -0.0064 -0.0027 -0.0103
H -1.4120 -2.7117 4.2932 -0.0026 0.0003 0.0004
H 2.5084 -4.8730 0.3806 -0.0137 0.0077 0.0140
H 4.6507 -5.2240 -0.7700 0.0018 0.0008 -0.0035
H 6.0166 -3.2809 -1.4737 0.0018 -0.0002 0.0019
H 5.2154 -0.9822 -0.9964 0.0062 -0.0143 -0.0054
H 3.1147 -0.6424 0.2107 -0.0116 -0.0476 0.0060
H -1.4374 1.0338 -2.6662 -0.0044 0.0174 -0.0180
H -1.1376 1.4234 -5.0802 0.0175 0.0104 0.0196
H -2.5192 0.1872 -6.7194 0.0003 0.0022 -0.0010
H -4.1676 -1.4785 -5.9251 -0.0012 -0.0014 0.0022
H -4.4320 -1.8977 -3.5100 0.0019 -0.0002 -0.0101
O 1.3013 1.1118 -4.0557 0.0393 0.0457 -0.0322
S 1.7660 0.8034 -2.7424 -0.1965 -0.0391 0.0101
O 3.1476 1.0477 -2.4397 0.0271 0.0074 0.0550
O 0.8576 1.4818 -1.6748 -0.0334 -0.0757 -0.0240
S 1.2293 -1.1182 -2.1806 -0.0270 0.0189 -0.1446
C 5.9112 -0.5244 2.9768 -0.0052 -0.0001 -0.0101
N 5.3827 0.3924 1.9912 -0.0225 -0.0069 -0.0399
C 4.1020 0.8433 1.9389 0.0621 -0.0018 0.0731
Se 2.7523 0.4564 3.1142 0.0275 -0.0561 0.0173
N 4.0089 1.6064 0.8231 -0.0348 -0.0010 0.0053
C 5.2212 1.6547 0.1539 0.0219 -0.0066 -0.0040
C 5.6139 2.2711 -1.0209 -0.0195 0.0265 -0.0193
C 6.9298 2.0825 -1.4151 0.0017 -0.0022 0.0092
C 7.8148 1.3063 -0.6625 -0.0033 -0.0029 0.0022
C 7.4157 0.6876 0.5134 0.0024 0.0060 0.0032
C 6.0999 0.8774 0.9036 0.0138 0.0378 0.0219
H 5.0737 -0.9728 3.5047 -0.0060 0.0044 0.0047
H 6.5493 -0.0013 3.6899 0.0056 0.0043 -0.0103
H 6.4847 -1.2995 2.4689 -0.0043 -0.0078 0.0031
H 3.1605 2.0867 0.5608 -0.0027 0.0131 -0.0044
H 4.9152 2.8439 -1.6146 0.0094 -0.0227 0.0136
H 7.2760 2.5396 -2.3321 0.0007 0.0002 -0.0010
H 8.8335 1.1835 -1.0052 0.0012 -0.0034 -0.0019
H 8.1002 0.0862 1.0959 0.0004 -0.0034 -0.0006
```
Forces are in eV/Å.



Entry 2:
The following is a quantum chemistry calculation of a molecular structure, C28H39BN14O4Zr, from OMol25.

Its spin multiplicity is 2. The energy above the lowest of the compared OMol25 structures with the same formula, charge and spin comes out at 0.0 kJ/mol. The calculation puts the LUMO energy (alpha / beta) at -6.99 / -10.87 eV. As for the total energy: -60659.6581 eV. The calculation puts the frontier orbital gap (alpha / beta) at 8.4770 / 4.5955 eV. Its highest occupied orbital energy (alpha / beta) is -15.5 / -15.5 eV. Its total charge is +3. Its expectation value of S² is 0.757.

```
87
Properties=species:S:1:pos:R:3:forces:R:3
Zr 0.1156 0.1968 -0.3956 0.4240 -0.0476 -0.3502
C 1.4492 2.7696 2.2984 -0.0042 -0.0067 0.0181
C 0.0181 2.8179 1.8813 -0.0384 0.1084 -0.1227
C -0.8854 3.8538 2.1468 0.0206 0.0032 0.0078
C -2.0581 3.4706 1.5518 0.0143 0.0174 -0.0774
N -1.8820 2.2523 0.9987 0.0389 0.0056 -0.0012
N -0.5865 1.8631 1.1665 0.1129 -0.2368 0.1474
B -2.7741 1.4566 0.0462 -0.0760 0.0537 0.0285
N -2.2793 1.7437 -1.3901 -0.1059 -0.1080 -0.0282
C -2.8877 1.9736 -2.5702 0.0062 -0.0042 0.0209
C -1.9322 2.1944 -3.5340 0.0222 0.0081 0.0171
C -0.7055 2.0588 -2.8832 -0.0375 0.0510 -0.0093
C 0.6685 2.1321 -3.4555 0.0064 -0.0081 0.0293
N -0.9142 1.8023 -1.5855 -0.2272 -0.1354 0.0634
N -2.7556 -0.0589 0.4427 0.0117 0.0549 0.1668
C -3.8000 -0.8951 0.6115 -0.0172 0.0217 -0.0715
C -3.3381 -2.1197 1.0269 0.0206 -0.0173 -0.0013
C -1.9504 -1.9814 1.0955 -0.0006 0.0072 -0.0107
C -0.9356 -3.0090 1.4699 -0.0086 -0.0052 -0.0009
N -1.6065 -0.7344 0.7600 -0.0263 0.0903 -0.1077
N -4.2648 1.8931 0.2833 -0.0389 0.0218 -0.1667
C -4.8435 2.2013 1.5384 -0.1339 -0.1270 0.1713
C -6.1687 2.4216 1.3493 0.1175 -0.0153 0.0587
C -6.3788 2.2187 -0.0257 -0.0266 -0.0221 -0.1105
C -7.5842 2.2992 -0.8455 -0.0069 0.0237 0.0443
N -5.1566 1.8664 -0.6355 0.0720 0.1479 0.0108
H 1.7331 3.7292 2.7242 -0.0042 -0.0003 0.0043
H 2.1075 2.5792 1.4534 0.0047 0.0052 0.0047
H 1.6126 2.0206 3.0774 0.0041 -0.0057 -0.0078
H -0.6938 4.7625 2.6903 0.0013 0.0010 0.0020
H -2.9875 4.0097 1.4656 -0.0128 -0.0224 0.0328
H -3.9589 1.9894 -2.6491 -0.0133 0.0051 0.0040
H -2.0962 2.4371 -4.5696 -0.0015 -0.0049 -0.0027
H 0.6410 2.6105 -4.4312 0.0053 0.0051 0.0015
H 1.0838 1.1299 -3.5919 -0.0015 0.0004 -0.0086
H 1.3403 2.6873 -2.8033 -0.0017 -0.0024 0.0010
H -4.8134 -0.5792 0.4296 0.0015 -0.0059 -0.0141
H -3.9200 -2.9967 1.2512 -0.0002 -0.0023 0.0004
H -1.3638 -4.0054 1.3890 -0.0035 0.0017 0.0046
H -0.6133 -2.8763 2.5047 0.0065 0.0063 -0.0021
H -0.0663 -2.9684 0.8108 -0.0014 -0.0083 -0.0007
H -4.2430 2.1841 2.4336 -0.0037 0.0510 -0.0009
H -6.9028 2.6877 2.0908 -0.0131 -0.0011 -0.0061
H -8.4351 2.6772 -0.2870 -0.0013 -0.0057 0.0005
H -7.8217 1.3035 -1.2412 0.0050 -0.0005 -0.0082
H -7.3950 2.9257 -1.7233 -0.0010 -0.0007 -0.0031
N 1.5648 -0.5466 1.4184 -0.0466 0.0573 0.0131
C 2.9708 -0.4351 0.9449 0.0936 0.1446 -0.1377
C 4.0587 -0.3851 2.0119 -0.0765 -0.1055 0.0714
C 4.3907 -1.7346 2.6406 -0.0080 0.0000 0.0136
C 5.6549 -1.7121 3.4990 -0.0036 -0.0150 0.0194
N 6.8817 -1.5841 2.7061 -0.0136 0.0093 -0.0370
C 7.6633 -0.5154 2.5650 0.0119 -0.0066 0.0103
N 8.7640 -0.6047 1.8203 0.0014 -0.0012 0.0084
N 7.3621 0.6486 3.1361 0.0044 0.0014 0.0093
C 3.0663 0.7981 0.0275 0.0716 0.0112 0.0128
O 4.0847 1.4041 -0.1408 -0.0149 -0.0280 0.0006
O 1.9095 1.0956 -0.5466 -0.3023 -0.0805 -0.0562
H 1.4254 0.0605 2.2238 -0.0113 -0.0309 0.0152
H 1.3750 -1.4938 1.7324 -0.0137 0.0056 -0.0046
H 3.1368 -1.2912 0.2855 0.0153 0.0020 0.0075
H 3.7767 0.3367 2.7880 0.0047 0.0116 -0.0082
H 4.9357 0.0292 1.5107 0.0114 -0.0206 -0.0009
H 4.5211 -2.4873 1.8571 -0.0055 0.0008 -0.0049
H 3.5723 -2.0880 3.2738 0.0065 0.0094 0.0146
H 5.7404 -2.6400 4.0631 0.0055 -0.0001 -0.0017
H 5.6166 -0.9182 4.2452 -0.0047 0.0066 -0.0078
H 7.1978 -2.4263 2.2505 0.0020 -0.0010 0.0059
H 9.0477 -1.4742 1.4012 0.0005 0.0004 0.0019
H 9.3919 0.1752 1.7190 -0.0028 0.0011 -0.0039
H 6.5780 0.7443 3.7545 -0.0026 0.0006 -0.0038
H 7.9914 1.4311 3.0682 -0.0013 0.0006 -0.0004
O 1.1301 -1.5197 -1.1326 0.0763 -0.0614 0.2181
N 0.6445 -2.3422 -2.0213 -0.0996 -0.0141 -0.0071
N -0.4692 -1.9434 -2.4409 0.0736 -0.0129 0.2286
O -0.9738 -0.8351 -1.9569 0.1352 0.1982 0.0158
C -1.2267 -2.6995 -3.4069 -0.0061 0.0058 -0.1331
C -0.6037 -3.7253 -4.1042 -0.0094 0.0058 0.0034
C -1.3567 -4.4421 -5.0177 0.0062 0.0010 0.0055
C -2.6944 -4.1297 -5.2253 -0.0035 0.0014 -0.0038
C -3.2899 -3.0936 -4.5205 -0.0067 -0.0059 -0.0072
C -2.5561 -2.3623 -3.5999 0.0209 0.0072 0.0133
H 0.4396 -3.9533 -3.9433 0.0023 0.0038 0.0030
H -0.8933 -5.2436 -5.5757 0.0011 -0.0004 0.0000
H -3.2719 -4.6938 -5.9448 -0.0015 0.0008 0.0002
H -4.3298 -2.8511 -4.6903 0.0000 0.0010 0.0008
H -2.9981 -1.5476 -3.0455 0.0017 0.0003 -0.0022
```
Forces are in eV/Å.



Entry 3:
The following is a quantum chemistry calculation of a molecular structure, C20H32N2O6Rb, from OMol25.

Its spin multiplicity is 1. The energy above the lowest of the compared OMol25 structures with the same formula, charge and spin comes out at 0.0 kJ/mol. The calculation puts the LUMO energy at 2.31 eV. As for the total energy: -37185.7353 eV. The calculation puts the frontier orbital gap at 7.4757 eV. Its highest occupied orbital energy is -5.2 eV. Its total charge is -1.

```
61
Properties=species:S:1:pos:R:3:forces:R:3
Rb 0.7156 1.0608 0.2647 -0.0398 -0.0697 -0.0781
O 0.4282 -3.1713 0.5117 -0.0103 -0.0086 0.0118
C 1.7659 -3.5473 0.2718 0.0143 -0.0153 -0.0115
C 2.7019 -2.9440 1.3014 -0.0081 0.0012 0.0059
N 2.7871 -1.5013 1.1471 -0.0046 0.0130 0.0091
C 2.7102 -0.7745 2.3979 -0.0082 -0.0145 -0.0020
C 1.2727 -0.6009 2.9327 0.0925 -0.0622 0.0869
O 1.1680 0.0147 4.0180 -0.0064 0.0141 0.0055
O 0.3111 -1.0239 2.2352 0.0020 0.0176 -0.0282
C 3.8619 -1.0847 0.2449 0.0846 -0.0451 -0.0162
C 3.4484 0.2263 -0.4403 -0.0672 0.0869 0.0297
O 3.5999 1.2786 0.2279 -0.0276 0.0154 -0.0086
O 2.8562 0.1253 -1.5434 -0.0283 0.0024 0.0090
H 0.4314 -2.3519 1.0594 -0.0053 0.0173 0.0055
H 2.0815 -3.2292 -0.7319 0.0023 0.0056 0.0056
H 1.8276 -4.6412 0.3115 -0.0054 0.0030 -0.0059
H 3.6967 -3.4147 1.2351 -0.0040 0.0003 0.0057
H 2.3001 -3.1696 2.2932 -0.0017 -0.0108 -0.0051
H 3.1199 0.2253 2.2422 -0.0218 0.0061 0.0119
H 3.3081 -1.2347 3.2002 0.0085 0.0036 -0.0068
H 3.9716 -1.8510 -0.5221 0.0022 -0.0061 0.0134
H 4.8200 -0.9673 0.7762 -0.0141 0.0049 0.0116
C -3.6000 -0.8093 0.0602 0.0196 0.0205 -0.0130
C -2.6332 -0.2077 -0.9349 0.0123 0.0064 0.0005
C -2.5595 1.1765 -1.1051 -0.0064 0.0286 0.0127
C -3.5507 2.0942 -0.4270 0.0130 -0.0106 -0.0138
C -1.5685 1.7316 -1.9287 0.0221 0.0048 -0.0402
C -1.4457 3.2383 -1.9867 0.0028 -0.0181 0.0042
C -0.6823 0.8949 -2.6167 -0.0114 0.0166 0.0204
C 0.4019 1.4389 -3.5165 -0.0106 -0.0016 -0.0091
C -0.7745 -0.4968 -2.4609 -0.0041 0.0038 0.0275
C 0.2565 -1.3784 -3.1228 -0.0065 -0.0033 0.0082
C -1.7785 -1.0485 -1.6610 0.0061 -0.0126 -0.0071
C -1.9637 -2.5459 -1.5999 -0.0184 0.0171 -0.0043
H -4.5478 -1.1014 -0.4031 -0.0060 -0.0066 0.0013
H -3.8286 -0.1084 0.8607 -0.0098 -0.0038 0.0047
H -3.1691 -1.6950 0.5237 -0.0075 -0.0089 0.0009
H -3.8204 2.9192 -1.0869 -0.0052 0.0034 0.0007
H -3.1341 2.5309 0.4848 0.0007 -0.0017 0.0051
H -4.4707 1.5711 -0.1751 -0.0054 0.0077 0.0024
H -2.1733 3.6814 -2.6738 0.0028 0.0083 -0.0053
H -0.4563 3.5540 -2.3079 0.0011 0.0057 0.0005
H -1.6188 3.6720 -1.0011 -0.0006 0.0078 -0.0020
H 1.3836 1.3795 -3.0341 0.0025 -0.0002 0.0096
H 0.2146 2.4671 -3.8147 0.0040 0.0000 -0.0087
H 0.4669 0.8434 -4.4282 0.0037 0.0034 -0.0051
H 0.0788 -1.4747 -4.1994 -0.0026 -0.0058 -0.0023
H 0.2592 -2.3750 -2.6887 0.0086 -0.0020 -0.0049
H 1.2549 -0.9636 -2.9764 0.0036 0.0039 0.0004
H -1.2919 -3.0053 -0.8710 0.0081 -0.0006 -0.0020
H -1.7602 -2.9928 -2.5729 0.0000 -0.0096 0.0019
H -2.9885 -2.8028 -1.3371 -0.0067 -0.0037 -0.0028
C 0.2254 3.2774 3.7165 0.0014 0.0168 -0.0128
C -0.7601 2.6015 2.7920 0.0252 -0.0099 0.0169
N -1.1405 1.3699 3.1778 -0.0625 -0.0342 -0.0081
O -1.1801 3.1481 1.7703 0.0273 -0.0053 -0.0023
H -0.3242 3.7235 4.5472 0.0101 0.0105 0.0024
H 0.7452 4.0642 3.1756 -0.0053 0.0035 -0.0012
H 0.9336 2.5540 4.1216 -0.0070 -0.0117 0.0016
H -0.4899 0.8119 3.7459 0.0336 0.0035 -0.0322
H -1.6936 0.8389 2.5210 0.0141 0.0190 0.0062
```
Forces are in eV/Å.